Entry w
# C6H11N2O

A 2-piece molecular cluster, C6H11N2O overall (ωB97M-V with the def2-TZVPD basis set, the Open Molecules 2025 dataset).

Properties
M = 127.17 g/mol
Charge = +1
Multiplicity = 1
HOMO energy = -13.38 eV

Each line ends with the Löwdin charge.
Geometry (Å):
C 3.25958 0.41922 -0.38269  -0.08
C 2.08512 1.06301 -0.50043  -0.08
C 1.70922 -0.80925 0.64545  -0.08
C -3.20873 -0.33951 -0.20851  -0.04
C -1.64426 -0.55341 0.02322  -0.19
C -0.93801 0.67485 -0.13572  -0.14
N 3.01827 -0.69289 0.34686  0.06
N 1.13038 0.24747 0.03859  0.03
O -0.93628 1.58686 0.82805  0.15
H 4.24580 0.60143 -0.83069  0.14
H 1.58528 1.75709 -1.15592  0.13
H 1.37020 -1.62793 1.26543  0.14
H -3.30324 0.20943 -1.20046  0.11
H -3.73124 -1.38373 -0.26296  0.13
H -3.72389 0.22114 0.48586  0.04
H -1.42729 -1.01783 0.91285  0.09
H -1.43107 -1.19687 -0.89082  0.16
H -0.82728 0.95853 -1.17785  0.16
H 3.82671 -1.31108 0.56494  0.19
H -1.05924 1.19348 1.63479  0.09

---

Entry x
# C6H11N2O

An isolated ion of composition C6H11N2O and charge +1 (ωB97M-V with the def2-TZVPD basis set, the Open Molecules 2025 dataset).

Properties
M = 127.17 g/mol
Charge = +1
Multiplicity = 1
Structure (SMILES) = C[N@H+]1[C@@H]2OCCN=C[C@@H]21
HOMO energy = -14.27 eV

Each line ends with the Löwdin charge.
Geometry (Å):
C 0.78363 1.71287 -0.20002  -0.11
C -0.22295 0.72420 -0.71314  -0.06
C 2.32134 0.03759 -0.23556  -0.16
C 1.74237 -1.12263 0.54603  -0.08
C -0.19638 -0.75482 -0.93986  -0.17
C -2.44812 -0.07201 0.33991  0.04
N 1.92758 1.43236 0.16642  0.12
N -1.02648 -0.20820 0.12096  -0.01
O 0.80971 -1.67135 -0.47997  -0.07
H 0.43152 2.64849 0.13781  0.11
H -0.84126 1.20309 -1.48496  0.18
H 3.40678 0.07989 0.07212  0.14
H 2.32634 -0.34329 -1.20134  0.11
H 2.45350 -1.81428 0.80251  0.11
H 1.21516 -0.82765 1.39893  0.11
H -0.69436 -1.25512 -1.86258  0.22
H -2.76434 -0.87716 1.05367  0.14
H -2.55046 0.66279 1.10251  0.10
H -3.05089 0.02765 -0.50686  0.10
H -0.68100 -0.78870 0.88426  0.18

---

Entry y
# C6H11N2O

An isolated ion of composition C6H11N2O and charge +1 (ωB97M-V with the def2-TZVPD basis set, the Open Molecules 2025 dataset).

Properties
M = 127.17 g/mol
Charge = +1
Multiplicity = 1
Structure (SMILES) = C[N+]1=C/OCCN/C=C\1
HOMO energy (spin up / spin down) = -13.05 / -13.05 eV

Each line ends with the Löwdin charge.
Geometry (Å):
C 0.79324 -0.96790 0.58839  -0.01
C -0.34369 -1.57835 0.12639  -0.06
C -2.15857 -0.10596 -0.12566  -0.19
C -1.47689 0.97687 0.66448  -0.15
C 0.51429 1.21698 -0.55376  -0.06
C 2.66539 0.36344 -0.15225  -0.03
N 1.24238 0.28025 0.02083  -0.10
N -1.27549 -0.99706 -0.73137  -0.01
O -0.65223 1.62288 -0.20405  0.06
H 1.47194 -1.43284 1.28433  0.13
H -0.50502 -2.59555 0.17249  0.11
H -2.82639 -0.59832 0.61710  0.16
H -2.70173 0.39231 -0.83562  0.11
H -2.29648 1.59022 0.77105  0.12
H -0.96904 0.59678 1.58742  0.16
H 0.90188 1.80883 -1.44778  0.21
H 3.27907 -0.62977 -0.23446  0.14
H 2.89736 0.96932 -1.01301  0.09
H 3.06018 0.73717 0.91571  0.16
H -1.62017 -1.64931 -1.45025  0.17

---

The structure with the most favorable energy is entry w; the runner-up is 0.863 eV above it.

---

Entry w
# CH4O3

A 2-piece molecular cluster, CH4O3 overall (ωB97M-V with the def2-TZVPD basis set, the Open Molecules 2025 dataset).

Properties
M = 64.04 g/mol
Charge = 0
Multiplicity = 1
Structure (SMILES) = O=CO.O
HOMO energy = -11.11 eV

Each line ends with the Löwdin charge.
Geometry (Å):
O -3.29515 -2.72750 0.72355  -0.09
H -3.48769 -3.38314 1.43160  0.04
H -2.31280 -2.68674 0.68372  0.04
O -0.95077 1.10991 -1.69469  0.10
O 0.00000 0.00000 0.00000  0.04
C -0.07413 1.02809 -0.89030  -0.39
H 0.86802 0.13923 0.46817  0.12
H 0.82581 1.64687 -0.70351  0.13

---

Entry x
# CH4O3

A 3-piece molecular cluster, CH4O3 overall (ωB97M-V with the def2-TZVPD basis set, the Open Molecules 2025 dataset).

Properties
M = 64.04 g/mol
Charge = 0
Multiplicity = 1
Structure (SMILES) = [H][H].O=C=O.O
HOMO energy = -11.44 eV

Each line ends with the Löwdin charge.
Geometry (Å):
C 1.45275 -2.29751 0.59491  -0.38
O 2.39277 -2.15848 -0.06641  0.23
O -1.43343 -0.57032 0.82999  -0.07
O 0.62649 -2.34903 1.40951  0.19
H -3.12121 2.07687 -0.39646  0.03
H -2.67417 1.46081 -0.44416  0.01
H -2.38996 -0.61536 0.95033  0.03
H -0.91191 -1.20475 1.28102  -0.04

---

The structure with the most favorable energy is entry x; the runner-up is 0.089 eV above it.

---

Entry w
# C6H10N3O

An isolated ion of composition C6H10N3O and charge +1 (ωB97M-V with the def2-TZVPD basis set, the Open Molecules 2025 dataset).

Properties
M = 140.17 g/mol
Charge = +1
Multiplicity = 1
Structure (SMILES) = Cc1cc(=[NH2+])c(=O)[nH]n1C
HOMO energy = -12.88 eV

Each line ends with the Löwdin charge.
Geometry (Å):
C 1.21006 -0.64773 0.20084  0.08
C 0.64138 0.56658 0.02864  -0.28
C 0.35514 -1.93343 0.05953  -0.05
C -1.08643 -1.69943 -0.44793  -0.35
C 1.47736 1.73837 0.07012  -0.01
C -1.26685 2.03191 -0.08840  0.03
N -1.47029 -0.36580 -0.34527  0.18
N -0.66512 0.72477 -0.24188  -0.07
N 0.61509 -3.21492 0.44841  0.19
O -1.93727 -2.55337 -0.66631  0.10
H 2.24050 -0.68589 0.42559  0.11
H 1.06358 2.52748 -0.52302  0.08
H 2.44813 1.77130 -0.35331  0.10
H 1.58858 2.04232 1.10809  0.13
H -1.66925 2.36824 -0.97091  0.09
H -2.07132 1.99261 0.62182  0.12
H -0.55652 2.78463 0.07821  0.07
H -2.42203 -0.11423 -0.53840  0.18
H 1.63383 -3.44689 0.63001  0.17
H -0.12859 -3.88651 0.50415  0.12

---

Entry x
# C6H10N3O

C6H10N3O as an isolated structure (ωB97M-V with the def2-TZVPD basis set, the Open Molecules 2025 dataset).

Properties
M = 140.17 g/mol
Charge = +1
Multiplicity = 1
HOMO energy (spin up / spin down) = -11.93 / -11.29 eV

Each line ends with the Löwdin charge.
Geometry (Å):
C 1.42568 3.27394 -1.93286  0.15
C -2.46358 -0.27547 -0.04124  -0.01
C -0.50575 0.37676 -1.30940  -0.21
C 0.43906 2.51433 -1.69141  0.00
C 0.84714 -0.27536 0.99094  -0.20
C 0.56306 -2.13938 2.45018  -0.07
N -1.53541 -0.42682 -0.92295  -0.02
N 0.30782 -1.39554 1.25729  0.00
N -0.58167 1.81629 -1.34247  0.14
O 0.70991 0.48007 0.08050  0.06
H 1.42017 3.71836 -2.90889  0.10
H 2.32683 3.48164 -1.34434  0.12
H -2.72518 0.61059 0.49022  0.07
H -3.14612 -1.22869 -0.14393  0.13
H -0.07535 -0.00198 -2.21517  0.14
H -0.43750 -2.67543 2.75618  0.13
H 1.29154 -3.03387 2.38927  0.12
H 0.79624 -1.51721 3.24005  0.05
H -0.41177 -1.85286 0.77610  0.11
H -1.50217 2.16386 -1.14396  0.18

---

The structure with the most favorable energy is entry w; the runner-up is 5.469 eV above it.

---

Entry w
# C2H3IO2S

One molecule with the formula C2H3IO2S (ωB97M-V with the def2-TZVPD basis set, the Open Molecules 2025 dataset).

Properties
M = 218.02 g/mol
Charge = 0
Multiplicity = 1
Structure (SMILES) = C=CS(=O)(=O)I
HOMO energy = -10.07 eV

Each line ends with the Löwdin charge.
Geometry (Å):
C -0.25012 1.51022 0.20780  -0.09
C 0.70632 0.73044 -0.21322  -0.11
O 1.11723 -2.30177 -0.61847  -0.43
O -1.01122 -1.48374 -1.40585  -0.40
S 0.05647 -1.35133 -0.45673  0.27
I -0.78566 -1.88889 1.79020  0.53
H -0.29799 2.66984 0.46848  0.12
H -1.28255 1.24684 0.47973  0.06
H 1.74752 0.86840 -0.25194  0.05

---

Entry x
# C2H3IO2S

A 2-piece molecular cluster, C2H3IO2S overall (ωB97M-V with the def2-TZVPD basis set, the Open Molecules 2025 dataset).

Properties
M = 218.02 g/mol
Charge = 0
Multiplicity = 1
HOMO energy = -9.65 eV

Each line ends with the Löwdin charge.
Geometry (Å):
C -0.90424 1.91027 0.09597  -0.13
C -1.48066 1.15635 0.77758  -0.09
O 1.01156 -2.19441 -0.98520  -0.39
O 0.46826 -1.72173 1.29777  -0.48
S 0.32194 -1.12043 0.01420  0.46
I 2.09667 0.58000 -0.19442  0.48
H -0.55662 2.69409 -0.55707  0.03
H 1.24694 -1.83591 -1.84076  0.04
H -2.20385 0.53177 1.39193  0.08

---

The structure with the most favorable energy is entry w; the runner-up is 0.077 eV above it.

---

Entry w
# C4H8INO2

C4H8INO2 as an isolated structure (ωB97M-V with the def2-TZVPD basis set, the Open Molecules 2025 dataset).

Properties
M = 229.02 g/mol
Charge = 0
Multiplicity = 1
HOMO energy (spin up / spin down) = -7.90 / -7.90 eV

Each line ends with the Löwdin charge.
Geometry (Å):
C 0.71090 -1.70918 -0.09770  -0.32
C -0.24317 1.32203 1.28930  -0.18
C -0.13025 1.01285 -1.27959  -0.23
C -0.51526 0.42037 0.02428  -0.74
N -0.25315 -2.52716 0.15152  -0.07
O 1.87534 -1.65805 -0.26071  0.13
O -0.16887 -3.90722 -0.14839  -0.05
I -2.56083 -0.31687 0.01041  0.89
H -0.99243 2.04424 1.42915  0.02
H -0.22018 0.53671 2.23694  0.12
H 0.80206 1.88287 1.27541  0.11
H -0.30168 0.52542 -2.27353  0.09
H -0.69401 1.88724 -1.28231  0.04
H 0.94410 1.11425 -1.22525  0.08
H -1.25665 -2.07029 0.11067  -0.06
H -0.23270 -4.16103 -1.14755  0.16

---

Entry x
# C4H8INO2

One molecule with the formula C4H8INO2 (ωB97M-V with the def2-TZVPD basis set, the Open Molecules 2025 dataset).

Properties
M = 229.02 g/mol
Charge = 0
Multiplicity = 1
HOMO energy (spin up / spin down) = -8.13 / -8.21 eV

Each line ends with the Löwdin charge.
Geometry (Å):
C -1.09809 0.93068 -1.20646  -0.11
C 0.41129 0.68169 -1.30242  -0.20
C 0.54607 -2.15182 2.64680  -0.54
C 1.10855 0.42637 -0.01303  -0.07
N 2.03541 -0.44960 0.24675  -0.49
O 2.21556 -1.59525 -0.30747  -0.20
O 2.81017 -0.25690 1.27570  -0.32
I 2.52738 -2.39939 2.33363  1.34
H -1.73216 0.41337 -0.51081  0.07
H -1.50545 0.90660 -2.16198  0.05
H -1.34250 1.89022 -0.81785  0.06
H 0.93525 1.52537 -1.75886  0.11
H 0.49685 -0.22543 -2.02809  0.14
H -0.18808 -2.44009 1.80052  0.01
H 0.01816 -1.63130 3.54750  0.02
H 0.95276 1.17202 0.79505  0.14

---

The structure with the most favorable energy is entry w; the runner-up is 2.557 eV above it.

---

Entry w
# C4H14N

A 2-piece molecular cluster, C4H14N overall (ωB97M-V with the def2-TZVPD basis set, the Open Molecules 2025 dataset).

Properties
M = 76.16 g/mol
Charge = +2
Multiplicity = 2
HOMO energy (spin up / spin down) = -21.13 / -21.35 eV

Each line ends with the Mulliken spin population.
Geometry (Å):
C -3.59963 0.84997 0.33981  0.00
N -2.20081 0.34637 0.59206  0.00
H -4.29539 0.23115 0.89741  0.00
H -3.72546 1.92866 0.44283  0.00
H -3.83862 0.79240 -0.72779  0.00
H -1.65341 -0.00883 -0.19174  0.00
H -2.15874 -0.44566 1.23672  0.00
H -1.67319 1.13962 0.96251  0.00
C 2.36534 -1.37535 0.43619  0.35
C 1.40629 -0.60557 -0.59565  0.18
C 2.26314 0.58006 -0.91324  0.12
H 3.11312 -0.76770 0.95995  0.03
H 2.89143 -1.94964 -0.33067  0.06
H 1.92696 -1.87773 1.30907  0.05
H 0.52143 -0.33737 0.02290  0.07
H 1.07292 -1.21139 -1.43889  0.00
H 2.41672 1.24087 -0.04871  0.00
H 3.30122 0.31309 -1.18341  0.04
H 1.86668 1.15705 -1.76937  0.10

---

Entry x
# C4H14N

A 2-piece molecular cluster, C4H14N overall (ωB97M-V with the def2-TZVPD basis set, the Open Molecules 2025 dataset).

Properties
M = 76.16 g/mol
Charge = +2
Multiplicity = 2
HOMO energy (spin up / spin down) = -19.13 / -19.13 eV

Each line ends with the Mulliken spin population.
Geometry (Å):
C 0.32244 1.77109 1.72012  0.00
C 0.26563 2.09290 0.26367  0.00
N 0.06287 0.24333 2.00792  0.00
H 1.31998 2.19755 2.21474  0.00
H -0.45685 2.60736 2.23582  0.00
H 1.17571 2.60960 -0.00226  0.00
H -0.54787 2.83472 -0.06861  0.00
H 0.13701 -0.14527 1.08984  0.00
H 0.66827 -0.14410 2.74367  0.00
H -0.82136 0.18190 2.29111  0.00
H 0.22573 1.26758 -0.50857  0.00
C 0.34058 -1.92001 -2.31737  0.23
C -0.96360 -2.06706 -1.62883  0.17
H 0.58647 -0.83120 -2.23769  0.09
H 1.14956 -2.56652 -2.13900  0.05
H 0.42340 -2.25258 -3.35304  0.17
H -1.64525 -1.39398 -1.82184  0.01
H -1.51649 -2.99550 -2.11014  0.22
H -0.92872 -2.33444 -0.61493  0.06

---

The structure with the most favorable energy is entry w; the runner-up is 1.976 eV above it.